Entry 1:
{"formula": "C7H16NO2P", "method": "the ωB97M-V functional and the def2-TZVPD basis", "elements": ["C", "H", "P", "H", "H", "H", "C", "O", "H", "H", "H", "H", "H", "C", "C", "H", "N", "H", "C", "H", "H", "C", "H", "C", "H", "H", "O"], "positions_angstrom": [[-2.99392, 0.05554, -1.28466], [2.43480, -2.36603, 1.03314], [-0.58540, 0.73013, -0.09393], [3.68645, 1.06172, 0.21369], [-3.79403, -0.78846, 1.22980], [-3.74205, 2.14597, -1.26837], [3.28715, -0.97894, -0.40751], [2.10907, -0.68974, -1.02541], [-0.93352, 1.85797, -0.88599], [-3.95091, 2.07345, 1.15938], [-2.67095, 0.04793, -2.31994], [5.14736, 0.05667, 0.15625], [3.89330, -1.77289, -0.89986], [3.04948, -1.46214, 1.03689], [-3.56981, 1.25372, 0.56436], [0.56199, 0.04606, -0.71130], [-3.50211, 1.33524, -0.71294], [2.53103, -0.68533, 1.60638], [-3.01577, -0.04601, 1.04781], [-2.40855, 0.20525, 1.92366], [-1.81153, -1.42306, -0.19685], [-2.07161, -0.36923, -0.13470], [4.41151, 0.62478, -1.34847], [4.19170, 0.26591, -0.34068], [-3.86579, -0.60815, -1.22783], [3.98703, -1.69813, 1.55574], [-0.37493, 1.12779, 1.33136]], "mulliken_charge": [-0.68, 0.27, 0.37, 0.26, 0.39, 0.26, 0.45, -0.92, -0.02, 0.41, 0.37, 0.36, 0.20, -1.25, -0.05, 0.30, 0.01, 0.25, -0.87, 0.40, 0.48, -0.10, 0.30, -1.24, 0.32, 0.40, -0.67], "e_above_lowest_kcal_mol": 113.51}

Entry 2:
{"formula": "C3H6N2", "method": "the ωB97M-V functional and the def2-TZVPD basis", "elements": ["N", "H", "H", "H", "C", "H", "C", "N", "C", "H", "H"], "positions_angstrom": [[-1.67499, -0.15061, 0.74950], [0.84717, -1.59355, -0.18389], [1.03240, 0.23126, 1.49811], [1.17008, -0.41306, -1.48603], [0.95576, 0.49422, 0.50822], [-1.75154, 1.41987, -0.52573], [0.70194, -0.61280, -0.45790], [-1.85604, 0.37949, -0.66061], [-0.66841, -0.20740, -0.24166], [1.28366, 1.41058, -0.07138], [-2.13706, -1.08755, 0.88234]], "mulliken_charge": [-0.41, 0.24, 0.34, 0.20, -0.81, 0.30, -0.21, -0.50, 0.38, 0.24, 0.23], "e_above_lowest_kcal_mol": 126.58}

Entry 3:
{"formula": "C5H13NS", "method": "the ωB97M-V functional and the def2-TZVPD basis", "elements": ["H", "C", "N", "H", "H", "H", "H", "H", "H", "C", "H", "H", "H", "S", "H", "C", "H", "H", "C", "C"], "positions_angstrom": [[-0.10756, -3.25176, 0.57056], [1.35179, 2.09731, -1.15974], [0.66266, 0.92308, -1.71137], [-1.40061, -1.12433, 0.03557], [0.11200, 0.46951, 1.33602], [2.39309, 1.85695, -0.97336], [0.85194, 2.35835, -0.23174], [-0.86160, 2.07866, -2.46986], [0.63342, -2.46150, 1.85191], [0.19313, -2.24620, 0.86997], [0.86241, -0.46554, -0.72877], [-1.21867, 0.27370, -2.09710], [-1.59186, 0.62233, 1.74179], [1.48647, -1.62940, -0.23845], [1.24191, 2.95607, -1.82898], [-1.02116, -1.35629, 1.03953], [-0.47810, -0.26118, 2.82000], [-1.85663, -1.88316, 1.51067], [-0.73687, -0.05447, 1.78298], [-0.51577, 1.09787, -2.11961]], "mulliken_charge": [0.35, -0.91, -0.29, 0.10, 0.15, 0.25, 0.33, 0.28, 0.31, -0.58, 0.17, 0.27, 0.31, -0.25, 0.40, -0.35, 0.35, 0.36, -0.90, -0.35], "smiles": "C=NC.CCCS", "e_above_lowest_kcal_mol": 37.43}

| no. | LUMO energy (eV) | E (eV) | orbital gap (eV) |
| --- | --- | --- | --- |
| 1 | -1.97 | -22388.082 | 3.851 |
| 2 | 1.18 | -6183.056 | 8.888 |
| 3 | 0.59 | -17719.627 | 8.730 |